1.
{
  "formula": "H4NO2PS",
  "method": "ωB97M-V with the def2-TZVPD basis set",
  "largest_force_ev_per_a": 6.7,
  "orbital_gap_ev": [6.666, 6.471],
  "e_tot_ev": -25767.309,
  "multiplicity": 3,
  "e_above_lowest_kcal_mol": 119.75,
  "symbols": ["N", "O", "O", "P", "S", "H", "H", "H", "H"],
  "xyz": [[0.9873, 0.9272, 0.6372], [1.3657, -1.5651, 0.8126], [1.0590, -0.5980, -1.5723], [-1.5217, -0.6571, -0.2195], [0.7037, -0.5055, -0.1791], [0.8496, 0.5821, 1.5435], [1.9228, 1.0842, 0.5017], [-1.4248, -1.9522, 0.2084], [-1.1755, -0.9304, -1.4998]],
  "forces_ev_per_a": [[-2.103, -0.039, -2.213], [-1.685, 2.344, -2.547], [0.685, 1.041, -0.183], [-3.983, 0.267, 0.574], [4.521, -3.671, 3.307], [-0.197, -0.095, 2.057], [3.151, 1.038, -0.157], [-0.177, -0.887, 0.756], [-0.212, 0.002, -1.593]],
  "lowdin_spin": [0.052, 0.378, 0.143, 1.043, 0.240, 0.006, 0.003, 0.071, 0.064]
}

=====

2.
{
  "formula": "C41H33BrF4N6OPRhS",
  "method": "ωB97M-V with the def2-TZVPD basis set",
  "largest_force_ev_per_a": 0.9,
  "orbital_gap_ev": [4.996, 6.217],
  "e_tot_ev": -158080.758,
  "multiplicity": 5,
  "e_above_lowest_kcal_mol": 7.47,
  "symbols": ["Rh", "N", "C", "C", "C", "C", "C", "C", "C", "C", "C", "C", "C", "C", "N", "C", "C", "C", "C", "N", "H", "H", "H", "H", "H", "H", "H", "H", "H", "H", "F", "C", "C", "F", "C", "F", "C", "P", "C", "C", "C", "C", "C", "C", "C", "C", "C", "C", "C", "C", "C", "Br", "C", "F", "H", "H", "H", "H", "H", "H", "H", "H", "H", "H", "C", "O", "C", "C", "H", "H", "H", "H", "H", "H", "C", "C", "C", "N", "N", "C", "N", "S", "H", "H", "H", "H", "H", "H", "H"],
  "xyz": [[-0.1250, 0.0243, 0.4483], [6.8412, 5.8731, -4.8426], [6.0751, 5.2165, -4.2880], [5.1211, 4.4084, -3.6025], [5.3044, 4.0691, -2.2600], [4.3635, 3.3071, -1.5996], [3.2084, 2.8430, -2.2503], [3.0582, 3.1720, -3.6099], [3.9830, 3.9474, -4.2733], [2.1997, 2.0319, -1.5590], [1.8498, 2.4206, -0.2322], [2.1520, 3.6795, 0.3456], [1.7569, 3.6411, 1.6799], [1.2019, 2.3792, 1.8748], [1.2491, 1.6483, 0.7442], [1.8224, 0.8349, -2.2875], [2.7074, 0.1178, -3.0912], [2.0661, -1.0447, -3.5549], [0.7940, -1.0257, -3.0530], [0.6283, 0.1074, -2.2888], [6.1960, 4.4084, -1.7486], [4.5224, 3.0371, -0.5645], [2.1851, 2.8184, -4.1415], [3.8338, 4.2132, -5.3116], [2.5883, 4.5192, -0.1700], [1.8457, 4.4259, 2.4158], [0.7921, 1.9697, 2.7895], [3.7268, 0.4052, -3.2872], [2.4929, -1.8121, -4.1803], [0.0071, -1.7492, -3.1738], [-2.4140, 0.1514, 7.0987], [-2.3585, 0.3471, 5.7950], [-3.1752, 1.2965, 5.1978], [-4.0315, 1.9773, 5.9461], [-3.1095, 1.5040, 3.8372], [-3.9696, 2.3733, 3.3140], [-2.2119, 0.8213, 3.0124], [-2.0703, 1.0929, 1.2057], [-2.3623, 2.8659, 0.9874], [-3.0561, 3.3599, -0.1139], [-3.1385, 4.7255, -0.3314], [-2.5142, 5.6097, 0.5365], [-1.8010, 5.1224, 1.6221], [-1.7195, 3.7587, 1.8429], [-3.6045, 0.2308, 0.7016], [-3.5050, -1.1281, 0.4043], [-4.6298, -1.8705, 0.0878], [-5.8748, -1.2570, 0.0593], [-5.9849, 0.0929, 0.3580], [-4.8608, 0.8348, 0.6875], [-1.4401, -0.1615, 3.6420], [-0.3393, -1.3253, 2.6195], [-1.5109, -0.3988, 5.0014], [-0.7627, -1.3465, 5.5617], [-3.5271, 2.6756, -0.8093], [-3.6848, 5.1039, -1.1862], [-2.5751, 6.6758, 0.3611], [-1.2976, 5.8076, 2.2917], [-1.1426, 3.3851, 2.6791], [-2.5275, -1.5994, 0.4121], [-4.5395, -2.9229, -0.1497], [-6.7577, -1.8325, -0.1869], [-6.9556, 0.5723, 0.3391], [-4.9575, 1.8832, 0.9356], [-0.8544, 2.5832, -2.7180], [-0.7646, 1.8209, -1.5165], [-0.6153, 0.4468, -1.6693], [-1.8100, -0.1974, -2.3521], [-0.0594, 2.3159, -3.4175], [-0.7421, 3.6244, -2.4231], [-1.8260, 2.4426, -3.2030], [-1.7241, -0.1171, -3.4416], [-2.7113, 0.3206, -2.0289], [-1.9175, -1.2502, -2.0958], [6.2082, -1.3839, -0.8648], [5.3936, -1.0290, 0.3848], [3.9761, -1.4690, 0.2660], [2.9707, -0.6904, 0.1529], [1.7723, -1.3216, 0.0254], [1.8772, -2.6199, 0.0437], [0.8203, -3.4578, -0.1347], [3.5128, -3.1759, 0.2301], [7.2387, -1.0476, -0.7562], [5.7754, -0.9051, -1.7432], [6.2147, -2.4629, -1.0273], [5.3773, 0.0505, 0.5322], [5.8427, -1.4919, 1.2664], [-0.0899, -3.0262, -0.0882], [0.8860, -4.4011, 0.2025]],
  "forces_ev_per_a": [[0.468, 0.529, -0.523], [-0.049, -0.057, 0.037], [0.275, 0.221, -0.153], [-0.342, -0.239, 0.146], [0.089, 0.106, -0.127], [-0.020, -0.106, -0.014], [-0.009, 0.062, -0.095], [-0.007, -0.024, 0.093], [0.132, 0.065, 0.024], [-0.141, 0.058, 0.096], [0.135, 0.157, 0.172], [-0.066, -0.013, -0.097], [-0.062, -0.083, 0.109], [0.154, 0.241, 0.101], [-0.309, -0.310, -0.155], [0.203, -0.393, 0.011], [-0.098, 0.108, 0.101], [0.024, -0.064, 0.017], [0.093, -0.149, 0.001], [0.187, 0.315, -0.406], [-0.013, -0.017, 0.026], [-0.018, 0.018, 0.000], [-0.017, -0.016, -0.001], [-0.001, -0.013, -0.002], [0.021, -0.013, 0.009], [0.014, -0.011, -0.015], [-0.019, -0.062, -0.039], [0.013, 0.051, 0.027], [-0.052, -0.006, -0.014], [-0.046, 0.089, 0.008], [-0.012, -0.085, 0.289], [-0.115, 0.205, -0.369], [0.127, -0.191, 0.233], [-0.113, 0.119, 0.079], [0.299, -0.157, -0.451], [-0.126, 0.173, 0.023], [-0.139, -0.108, 0.704], [-0.252, 0.097, -0.066], [0.101, 0.063, 0.075], [-0.004, -0.088, -0.026], [-0.005, 0.047, -0.039], [0.020, -0.005, 0.019], [-0.020, 0.061, -0.026], [-0.095, -0.052, 0.006], [-0.107, 0.096, 0.078], [0.069, 0.091, -0.029], [-0.097, -0.022, -0.029], [0.046, -0.045, 0.025], [-0.096, 0.057, -0.003], [0.051, -0.050, -0.006], [-0.277, 0.232, -0.357], [0.094, -0.449, 0.717], [0.187, -0.098, -0.120], [0.024, -0.061, 0.133], [0.016, 0.031, -0.012], [-0.004, -0.028, -0.005], [-0.002, -0.001, 0.002], [0.013, -0.020, 0.004], [-0.030, 0.052, -0.006], [0.007, -0.010, -0.015], [0.017, 0.002, 0.023], [0.005, 0.010, -0.025], [0.009, -0.003, 0.012], [-0.034, -0.017, 0.005], [-0.012, 0.044, 0.008], [-0.025, 0.064, -0.172], [-0.438, -0.207, -0.130], [0.201, 0.046, 0.063], [0.002, -0.001, 0.012], [0.006, -0.001, -0.017], [0.003, -0.004, 0.016], [-0.078, -0.002, -0.005], [-0.024, -0.032, 0.050], [-0.025, -0.041, -0.042], [-0.081, 0.033, 0.119], [0.128, -0.070, -0.164], [-0.246, -0.439, 0.041], [0.311, 0.326, 0.004], [0.039, -0.388, 0.206], [0.430, 0.149, -0.092], [-0.113, -0.038, 0.002], [-0.183, 0.249, -0.095], [-0.004, -0.008, -0.012], [0.012, -0.022, -0.017], [0.036, 0.009, -0.050], [-0.038, -0.004, 0.061], [0.008, 0.064, 0.026], [0.002, -0.001, -0.019], [-0.007, -0.016, 0.027]],
  "lowdin_spin": [1.904, 0.025, 0.008, 0.047, -0.005, 0.044, 0.021, 0.044, -0.006, 0.296, 0.042, 0.118, 0.039, 0.123, 0.157, 0.027, 0.098, 0.033, 0.080, 0.066, -0.001, 0.001, 0.001, -0.001, 0.005, 0.000, 0.009, 0.004, 0.001, 0.005, 0.001, 0.003, 0.002, 0.000, 0.007, 0.002, 0.016, 0.067, 0.008, 0.009, 0.000, 0.009, 0.000, 0.012, 0.011, 0.018, 0.001, 0.003, 0.001, 0.004, 0.010, 0.104, 0.003, 0.003, 0.000, 0.000, 0.001, 0.000, 0.002, 0.015, 0.000, 0.000, 0.000, 0.000, 0.021, 0.048, 0.300, 0.044, 0.002, 0.000, 0.001, 0.012, 0.000, 0.006, 0.000, 0.000, 0.001, 0.001, 0.044, 0.006, 0.004, 0.005, 0.000, 0.000, 0.000, 0.000, 0.000, 0.006, 0.000]
}